[1]
Below is 2 unconnected molecules or ions with the total composition C14H16, with properties calculated with ωB97M-V with the def2-TZVPD basis set.

Bonds (Å) are listed after each position.
Atoms and positions in Å:
1 C -0.907 3.499 0.458  C5 1.390, C12 1.383, H20 1.089
2 C -2.304 -2.133 0.260  C9 1.396, C11 1.411, H27 1.082
3 C -1.163 1.952 -1.302  C6 1.375, C12 1.394, H21 1.085
4 C -0.151 -1.852 1.298  C9 1.389, C13 1.379, H22 1.088
5 C 0.399 3.090 0.703  C1 1.390, C8 1.386, H28 1.082
6 C 0.128 1.529 -1.087  C3 1.375, C8 1.393, H24 1.088
7 C -0.298 -2.887 -0.797  C11 1.391, C13 1.398, H17 1.084
8 C 0.922 2.074 -0.080  C5 1.386, C6 1.393, C14 1.511
9 C -1.535 -1.757 1.364  C2 1.396, C4 1.389, H16 1.081
10 C 1.966 -2.131 -0.171  C13 1.505, H15 1.087, H23 1.088, H30 1.103
11 C -1.684 -2.780 -0.830  C2 1.411, C7 1.391, H25 1.078
12 C -1.749 2.894 -0.457  C1 1.383, C3 1.394, H26 1.079
13 C 0.493 -2.198 0.128  C4 1.379, C7 1.398, C10 1.505
14 C 2.300 1.562 0.266  C8 1.511, H18 1.082, H19 1.104, H29 1.085
15 H 2.039 -2.091 -1.255  C10 1.087
16 H -2.007 -1.552 2.314  C9 1.081
17 H 0.228 -3.401 -1.593  C7 1.084
18 H 3.067 2.309 0.417  C14 1.082
19 H 2.099 0.990 1.189  C14 1.104
20 H -1.360 4.316 1.018  C1 1.089
21 H -1.659 1.529 -2.169  C3 1.085
22 H 0.415 -1.514 2.162  C4 1.088
23 H 2.593 -1.387 0.315  C10 1.088
24 H 0.566 0.659 -1.571  C6 1.088
25 H -2.307 -3.207 -1.600  C11 1.078
26 H -2.796 3.155 -0.433  C12 1.079
27 H -3.375 -1.987 0.279  C2 1.082
28 H 0.983 3.603 1.456  C5 1.082
29 H 2.567 0.751 -0.405  C14 1.085
30 H 2.531 -3.032 0.123  C10 1.103

Results
Energy relative to the best compared isomer or geometry (same formula, charge and spin), kJ/mol: 87.7
Total energy, a.u.: -543.0395
SMILES: Cc1ccccc1.Cc1ccccc1

---

[2]
Below is 2 unconnected molecules or ions with the total composition C14H16, with properties calculated with ωB97M-V with the def2-TZVPD basis set.

Bonds (Å) are listed after each position.
Atoms and positions in Å:
1 C 0.362 1.490 -1.378  C7 1.389, C10 1.393, H17 1.082
2 C -1.217 3.241 -1.757  C9 1.378, C10 1.393, H27 1.081
3 C 1.593 -3.582 3.043  C14 1.499, H15 1.088, H18 1.089, H28 1.091
4 C -0.338 -0.749 1.429  C5 1.383, C11 1.377, H19 1.083
5 C -0.674 -1.293 0.203  C4 1.383, C8 1.385, H21 1.079
6 C -1.754 0.992 -2.701  C10 1.505, H16 1.091, H24 1.087, H26 1.093
7 C 1.184 2.425 -0.760  C1 1.389, C13 1.384, H29 1.082
8 C -0.256 -2.579 -0.097  C5 1.385, C12 1.386, H30 1.082
9 C -0.452 4.154 -1.063  C2 1.378, C13 1.391, H23 1.080
10 C -0.864 1.900 -1.896  C1 1.393, C2 1.393, C6 1.505
11 C 0.393 -1.459 2.355  C4 1.377, C14 1.391, H22 1.087
12 C 0.539 -3.260 0.810  C8 1.386, C14 1.387, H25 1.086
13 C 0.786 3.739 -0.582  C7 1.384, C9 1.391, H20 1.079
14 C 0.890 -2.719 2.038  C3 1.499, C11 1.391, C12 1.387
15 H 1.926 -3.047 3.930  C3 1.088
16 H -1.647 -0.046 -2.380  C6 1.091
17 H 0.709 0.466 -1.350  C1 1.082
18 H 0.944 -4.406 3.333  C3 1.089
19 H -0.668 0.267 1.610  C4 1.083
20 H 1.393 4.425 -0.012  C13 1.079
21 H -1.300 -0.767 -0.501  C5 1.079
22 H 0.743 -1.042 3.296  C11 1.087
23 H -0.778 5.178 -0.962  C9 1.080
24 H -1.550 1.058 -3.766  C6 1.087
25 H 0.903 -4.249 0.544  C12 1.086
26 H -2.803 1.213 -2.491  C6 1.093
27 H -2.196 3.494 -2.138  C2 1.081
28 H 2.526 -3.986 2.646  C3 1.091
29 H 2.144 2.143 -0.349  C7 1.082
30 H -0.537 -2.999 -1.054  C8 1.082

Results
Energy relative to the best compared isomer or geometry (same formula, charge and spin), kJ/mol: 26.5
Total energy, a.u.: -543.0628
SMILES: Cc1ccccc1.Cc1ccccc1